ORCA calculation (ωB97M-V with the def2-TZVPD basis set) on a molecular structure, C31H57BClN7O23Tl in a non-equilibrium geometry.

As for the total charge: -3. As for the spin multiplicity: 1.

Element x y z (Å)
Tl (24.90781, -11.65251, 17.48157)
N (24.13756, -15.21833, 15.91996)
O (24.75075, -14.55208, 16.73898)
O (24.60303, -15.77892, 14.96097)
O (22.87203, -15.21158, 15.91025)
N (21.36488, -12.28401, 15.86511)
O (20.69770, -12.96888, 15.15484)
O (20.86534, -11.78587, 16.86100)
O (22.53028, -12.04730, 15.73338)
N (22.15229, -13.58887, 19.47958)
O (21.29485, -12.83081, 19.93255)
O (23.32577, -13.27836, 19.42727)
O (21.71880, -14.40469, 18.66186)
N (22.11739, -9.26017, 19.16915)
O (22.70322, -10.25290, 18.95572)
O (22.76565, -8.18414, 19.02142)
O (20.88279, -9.27992, 19.41375)
Cl (26.22432, -8.66402, 18.50191)
O (23.85860, -6.72500, 16.64638)
C (22.91331, -7.18229, 15.94540)
O (21.74588, -6.75495, 15.83010)
B (20.81234, -7.88527, 15.47659)
O (21.73451, -8.95818, 15.04841)
C (22.84061, -8.68914, 15.67296)
O (23.69699, -9.50724, 16.04773)
O (19.59735, -7.60054, 14.60617)
C (18.49479, -7.70551, 15.26370)
O (17.34148, -7.47741, 14.84202)
C (18.81595, -8.35161, 16.57688)
O (20.09594, -8.38273, 16.72135)
O (18.07824, -8.66699, 17.48391)
C (32.52734, -12.67714, 21.26692)
C (31.56207, -11.60189, 21.69776)
C (32.31032, -10.33583, 22.23097)
C (32.81510, -9.42510, 21.05381)
C (31.71624, -9.06883, 19.93899)
C (30.89446, -10.29754, 19.50249)
N (30.64549, -11.29807, 20.55259)
O (29.79697, -12.44160, 20.15045)
C (29.55268, -9.69276, 18.83928)
C (31.67705, -10.94752, 18.33860)
C (30.76574, -12.06693, 22.92512)
H (33.08409, -13.22733, 22.02549)
H (33.30245, -12.26174, 20.62291)
H (32.06748, -13.49390, 20.71058)
H (31.57964, -9.82996, 22.86209)
H (33.11448, -10.54067, 22.93770)
H (33.54159, -10.02146, 20.50184)
H (33.18320, -8.55298, 21.59419)
H (32.22503, -8.50979, 19.15368)
H (31.09670, -8.27828, 20.36243)
H (29.09792, -10.54954, 18.34207)
H (28.95508, -9.50454, 19.73121)
H (29.48543, -8.66609, 18.47939)
H (31.81538, -10.32636, 17.45366)
H (32.62184, -11.42156, 18.60461)
H (31.12772, -11.75909, 17.86144)
H (30.11417, -11.24536, 23.22275)
H (31.46409, -12.18435, 23.75374)
H (30.20905, -12.99204, 22.77557)
H (30.40140, -12.99702, 19.65269)
C (28.46839, -13.59642, 16.58867)
C (28.16506, -13.16874, 15.16363)
C (27.64072, -14.44499, 14.46823)
C (27.02223, -14.30360, 13.04457)
C (26.04594, -13.06432, 13.08135)
C (26.59869, -11.72334, 13.65116)
N (27.20283, -12.05631, 15.02429)
O (27.58464, -11.01673, 15.68730)
C (27.68976, -11.18232, 12.65465)
C (25.46680, -10.73714, 13.76809)
C (29.56194, -12.89816, 14.54921)
H (29.26845, -14.33668, 16.59297)
H (27.55728, -14.10645, 16.90149)
H (28.63810, -12.71264, 17.20366)
H (28.51740, -15.01244, 14.15592)
H (26.94596, -15.11827, 14.97031)
H (26.40803, -15.14373, 12.72046)
H (27.91275, -14.19013, 12.42634)
H (25.27042, -13.36614, 13.78531)
H (25.46607, -13.02904, 12.15906)
H (28.45156, -10.60357, 13.17694)
H (28.21127, -12.08338, 12.33181)
H (27.44564, -10.73525, 11.69099)
H (25.90159, -9.77741, 14.04734)
H (24.86138, -10.72148, 12.86182)
H (24.79216, -11.15668, 14.51438)
H (30.22684, -12.19623, 15.05251)
H (29.65750, -12.83289, 13.46537)
H (30.21257, -13.77117, 14.60057)
H (28.38869, -10.78979, 15.21444)
C (24.96365, -10.92526, 21.29804)
C (25.59796, -12.10501, 21.92825)
C (24.52112, -12.87735, 22.74210)
C (24.78081, -14.33032, 23.05269)
C (25.20049, -15.11800, 21.81295)
C (26.38433, -14.41450, 21.03709)
N (26.01447, -12.95837, 20.76034)
O (26.85026, -12.37475, 19.91799)
C (27.80323, -14.50367, 21.76220)
C (26.42318, -15.16542, 19.70415)
C (26.74522, -11.66834, 22.91242)
H (25.56924, -10.31603, 20.62707)
H (24.64687, -10.34240, 22.16293)
H (23.91570, -11.11638, 21.06703)
H (24.39665, -12.41174, 23.71976)
H (23.57363, -12.87971, 22.20326)
H (23.96031, -14.94299, 23.42619)
H (25.64165, -14.38461, 23.71912)
H (24.30068, -15.24621, 21.21127)
H (25.45115, -16.17477, 21.90515)
H (28.47641, -15.25876, 21.35629)
H (28.41619, -13.61045, 21.64163)
H (27.57906, -14.79799, 22.78749)
H (27.19289, -14.81110, 19.01852)
H (26.59053, -16.20303, 19.99303)
H (25.54714, -15.11504, 19.05753)
H (27.61326, -11.31109, 22.35836)
H (27.13404, -12.56772, 23.38994)
H (26.26081, -11.10289, 23.70848)
H (27.55782, -12.15755, 20.52937)

Löwdin atomic charge list, values in e, 5 entries: Tl 0.97; N -0.63; O -0.11; O -0.03; O -0.03

ORCA calculation (ωB97M-V with the def2-TZVPD basis set) on C6H7NO in the gas phase in a non-equilibrium geometry.

As for the spin multiplicity: 1. The SMILES is O=C1C=CC[C@@H]2CN12.

Element x y z (Å)
C (1.47557, 0.16369, -0.31270)
C (0.97821, 1.50473, -0.18768)
C (-0.34690, 1.55402, -0.07223)
C (-1.35871, 0.35230, 0.08261)
C (-0.65650, -1.01178, -0.36745)
C (0.23796, -1.90569, 0.30686)
H (1.82149, 2.37137, 0.36561)
H (-0.89483, 2.56479, -0.41807)
H (-2.19274, 0.61650, -0.46549)
H (-1.92400, 0.67322, 1.17717)
H (-1.25917, -1.58810, -1.06957)
H (0.20015, -2.94741, 0.42322)
H (0.61842, -1.28905, 1.26336)
N (0.64032, -0.93908, -0.77426)
O (2.66071, -0.11950, 0.04861)

natural (NBO) atomic charge list, values in e, 5 entries: C 0.60; C -0.35; C -0.09; C -0.46; C -0.07

ORCA calculation (ωB97M-V with the def2-TZVPD basis set) on C4H7Cl2P in the gas phase in a non-equilibrium geometry.

As for the spin multiplicity: 1. The SMILES is C/C=C/CP(Cl)Cl.

Element x y z (Å)
Cl (3.82115, 0.31411, -1.96477)
Cl (2.34609, 2.48287, 0.52489)
C (-0.96753, -0.07934, 0.60504)
C (-0.16211, -0.50961, -0.42007)
P (2.12630, 1.04789, -0.98881)
C (-1.55548, -0.99207, 1.61398)
C (0.41585, 0.49706, -1.40376)
H (-1.13013, 0.95587, 0.71860)
H (0.08552, -1.58339, -0.51846)
H (-1.19945, -2.03840, 1.50699)
H (-1.23978, -0.59772, 2.59123)
H (-2.65409, -0.95804, 1.57448)
H (0.31856, 0.06205, -2.41300)
H (-0.20491, 1.39872, -1.42636)

natural (NBO) atomic charge list, values in e, 5 entries: Cl -0.18; Cl -0.19; C -0.15; C -0.21; P 0.48

ORCA calculation (ωB97M-V with the def2-TZVPD basis set) on a molecular structure, C9H27BaN4O17P2 in a non-equilibrium geometry.

As for the total charge: +1. As for the spin multiplicity: 1.

Element x y z (Å)
Ba (-2.45333, -2.88824, -34.14608)
N (-4.17041, -3.20799, -31.11146)
O (-4.45684, -2.72648, -30.01335)
O (-4.53760, -2.60695, -32.16591)
O (-3.50335, -4.25170, -31.22344)
C (-7.22163, -4.12629, -29.68445)
N (-8.34391, -5.05229, -29.42860)
O (-8.08589, -6.23011, -29.28404)
O (-9.47059, -4.59089, -29.51188)
H (-7.38031, -3.10077, -29.36483)
H (-7.04480, -4.09455, -30.75704)
H (-6.33898, -4.48474, -29.16264)
C (-3.09740, -4.23276, -27.43489)
N (-2.92489, -3.21267, -26.40012)
O (-2.01614, -2.40799, -26.47524)
O (-3.78219, -3.17325, -25.52796)
H (-2.85033, -5.15647, -26.90501)
H (-2.36388, -3.98394, -28.19703)
H (-4.06591, -4.39445, -27.89258)
C (-4.33340, -8.08041, -30.60275)
N (-3.06610, -8.58975, -30.02291)
O (-3.09700, -9.10880, -28.92178)
O (-2.06110, -8.45737, -30.72284)
H (-4.35424, -6.99383, -30.59071)
H (-5.10086, -8.43908, -29.91930)
H (-4.47176, -8.51694, -31.58520)
C (-0.37068, -5.70796, -31.20942)
O (-0.26080, -4.53893, -30.37331)
P (0.22628, -3.15213, -30.95451)
O (-0.53784, -2.70444, -32.13075)
O (1.80098, -3.35269, -31.02965)
C (2.62505, -2.44239, -31.76896)
O (0.02010, -2.18495, -29.71011)
C (-1.34426, -1.69804, -29.59622)
H (-1.33077, -6.12970, -30.92098)
H (0.41956, -6.43022, -31.00574)
H (-0.28972, -5.48746, -32.27757)
H (2.70161, -2.82039, -32.78978)
H (3.59474, -2.43214, -31.27208)
H (2.30310, -1.39790, -31.77136)
H (-1.37596, -0.63989, -29.84552)
H (-1.67203, -1.76794, -28.55966)
H (-2.04634, -2.33351, -30.13053)
C (-4.44073, 0.61453, -31.05538)
O (-3.03393, 0.92713, -31.22655)
P (-2.30611, 0.84129, -32.61564)
O (-2.23408, -0.51674, -33.22616)
O (-3.10960, 1.80250, -33.59376)
C (-3.11694, 3.22322, -33.32861)
O (-0.96106, 1.61637, -32.35342)
C (0.33347, 1.02937, -32.62661)
H (-4.95216, 0.38719, -31.98593)
H (-4.88446, 1.49557, -30.59390)
H (-4.49210, -0.19605, -30.33378)
H (-4.12632, 3.54120, -33.57719)
H (-2.35229, 3.74083, -33.90383)
H (-2.91564, 3.45226, -32.28109)
H (1.07658, 1.76998, -32.35187)
H (0.44635, 0.76874, -33.67572)
H (0.42380, 0.16044, -31.97850)

Löwdin atomic charge list, values in e, 5 entries: Ba 1.95; N -0.61; O 0.00; O -0.20; O -0.07

ORCA calculation (ωB97M-V with the def2-TZVPD basis set) on 2 unconnected molecules or ions with the total composition C21H38Br4NO4 in a non-equilibrium geometry.

As for the total charge: +1. As for the spin multiplicity: 1.

Element x y z (Å)
C (-3.07294, -0.61761, -3.50422)
C (-1.79707, -1.53141, -3.63827)
C (-0.52746, -0.72307, -4.10743)
C (0.72954, -1.24221, -3.32434)
C (1.86819, -0.19598, -3.11208)
C (1.54212, 1.16246, -2.48632)
N (0.98165, 1.28057, -1.09707)
Br (-0.79267, 0.58815, -0.89615)
C (0.72820, 2.78525, -0.97867)
C (0.27833, 3.28514, 0.42245)
C (-1.19994, 3.82475, 0.39474)
O (0.36992, 2.38885, 1.52008)
C (1.40650, 1.42037, 1.46131)
C (2.65918, 2.05574, 2.20895)
C (2.04921, 2.76237, 3.45051)
O (1.59165, 2.15915, 4.31243)
Br (2.01230, 4.72801, 3.53028)
C (1.89904, 0.98297, 0.03666)
C (2.43866, -0.46870, 0.18884)
C (1.39725, -1.57079, 0.51977)
C (2.16088, -2.94802, 0.70094)
C (1.81365, -3.66815, 2.01615)
O (1.88798, -4.84438, 2.04292)
O (1.46052, -2.98321, 3.16553)
C (0.00988, -3.04834, 3.32731)
C (-0.50811, -1.60987, 3.65533)
H (-3.55609, -0.47273, -4.48330)
H (-3.75783, -1.15053, -2.81615)
H (-2.78762, 0.32559, -3.00499)
H (-1.65545, -2.00795, -2.64907)
H (-2.02485, -2.35028, -4.34833)
H (-0.38023, -1.03095, -5.16276)
H (-0.68964, 0.36760, -4.05484)
H (1.17107, -2.04607, -3.94993)
H (0.42450, -1.73195, -2.38239)
H (2.72369, -0.74640, -2.67076)
H (2.22631, 0.02691, -4.14407)
H (2.46873, 1.77571, -2.50165)
H (0.85149, 1.70523, -3.16249)
H (-0.05858, 3.06715, -1.70402)
H (1.62095, 3.36260, -1.28917)
H (0.89220, 4.18061, 0.67452)
H (-1.76893, 3.52938, 1.29095)
H (-1.74056, 3.55136, -0.52810)
H (-1.15725, 4.93378, 0.40819)
H (1.10122, 0.57449, 2.10465)
H (3.18431, 2.78136, 1.55757)
H (3.31715, 1.24540, 2.56508)
H (2.80397, 1.60364, -0.15567)
H (3.11627, -0.81130, -0.61075)
H (3.08956, -0.42475, 1.09213)
H (0.85618, -1.40991, 1.46845)
H (0.64028, -1.74999, -0.26186)
H (3.24500, -2.70442, 0.76217)
H (2.04671, -3.59745, -0.18287)
H (-0.41693, -3.36483, 2.35366)
H (-0.28744, -3.74591, 4.13090)
H (0.29084, -0.95566, 4.05168)
H (-1.29866, -1.66359, 4.42449)
H (-0.90364, -1.16989, 2.71699)
Br (-3.16732, -2.32554, 0.92096)
C (-3.77324, -0.67905, 1.77242)
C (-5.07255, -0.19683, 1.18047)
Br (-4.78296, 0.62863, -0.55842)
H (-2.96574, 0.04238, 1.67317)
H (-3.90186, -0.93214, 2.82399)
H (-5.50758, 0.58352, 1.80298)
H (-5.80194, -0.98925, 1.03656)

natural (NBO) atomic charge list, values in e, 5 entries: C -0.61; C -0.40; C -0.43; C -0.40; C -0.44

ORCA calculation (ωB97M-V with the def2-TZVPD basis set) on a molecular structure, C3ClF2NO in a non-equilibrium geometry.

As for the spin multiplicity: 1.

Element x y z (Å)
C (-0.27658, -0.23227, 1.66378)
C (0.28161, -0.83698, 0.48455)
C (0.00811, 0.46828, -0.92662)
N (-1.00350, 0.11303, 2.48905)
O (0.85837, -1.80029, 0.17792)
F (-1.14520, 1.11946, -0.85118)
F (0.93715, 1.36444, -0.56410)
Cl (0.34004, -0.19568, -2.47341)

natural (NBO) atomic charge list, values in e, 5 entries: C 0.12; C 0.50; C 0.55; N -0.17; O -0.40

no.,total energy (eV)
1,-108464.0021
2,-9867.7733
3,-38593.0250
4,-69799.4278
5,-312234.3562
6,-24603.4809